(1)
A structure of composition C12H14BN9Zn. Source: the Open Molecules 2025 dataset; level of theory: ωB97M-V with the def2-TZVPD basis set.

Each line ends with the Löwdin charge.
Positions of all 37 atoms, in Å:
H  -0.05  2.93  1.79  0.11
N  0.17  1.73  0.05  -0.04
B  0.84  0.87  -2.24  -0.50
N  0.60  2.02  -1.24  -0.02
C  0.73  3.35  -1.40  -0.06
Zn  -0.21  -0.15  0.73  0.74
H  1.05  3.73  -2.37  0.13
C  0.47  3.95  -0.16  -0.05
H  0.56  5.00  0.07  0.09
C  0.15  2.90  0.72  -0.11
H  1.37  1.23  -3.24  0.12
C  -2.07  -2.78  2.52  -0.07
H  -2.41  -3.05  3.55  0.03
H  -1.09  -3.26  2.36  0.02
H  -2.77  -3.17  1.75  0.02
N  -0.57  0.31  -2.43  -0.04
N  1.61  -0.30  -1.55  -0.01
N  -1.27  -0.17  -1.32  0.01
N  1.34  -0.81  -0.29  -0.05
C  -1.30  0.19  -3.55  -0.07
C  2.63  -0.98  -2.10  -0.06
H  -0.86  0.52  -4.48  0.13
H  2.89  -0.72  -3.11  0.13
C  -2.51  -0.40  -3.19  -0.06
C  3.11  -1.88  -1.14  -0.05
C  -2.44  -0.61  -1.79  -0.12
C  2.29  -1.72  -0.01  -0.10
H  -3.31  -0.66  -3.87  0.09
H  3.96  -2.53  -1.26  0.09
H  -3.19  -1.07  -1.16  0.11
H  2.38  -2.20  0.98  0.12
H  -2.05  -1.67  2.44  -0.02
N  -0.15  -0.07  2.67  0.05
C  -0.04  0.04  3.84  -0.32
N  0.09  0.40  5.04  0.09
C  0.03  -0.27  6.15  -0.40
N  0.00  -0.70  7.25  0.09

Computed properties:
- HOMO energy: -0.3229 hartree
- Gap between HOMO and LUMO: 8.99 eV

***

(2)
A structure of composition C12H14BrF8N3O5S2. Source: the Open Molecules 2025 dataset; level of theory: ωB97M-V with the def2-TZVPD basis set.

Each line ends with the Löwdin charge.
Positions of all 45 atoms, in Å:
C  -3.44  -0.39  -5.28  -0.02
C  -2.23  -0.73  -4.41  -0.35
F  -2.34  -1.99  -3.87  0.04
N  -1.94  0.23  -3.32  0.01
C  -0.72  0.84  -3.37  0.05
C  -0.28  1.71  -2.43  -0.11
C  1.10  2.34  -2.48  -0.04
C  2.09  1.30  -1.81  -0.38
O  3.31  1.17  -2.49  -0.01
C  2.24  1.55  -0.31  -0.22
N  2.93  0.42  0.32  0.03
C  -1.15  2.00  -1.34  -0.17
F  -0.75  2.84  -0.43  0.18
C  -2.39  1.38  -1.28  0.02
C  -2.74  0.51  -2.28  -0.56
Br  -4.43  -0.34  -2.08  0.93
H  -3.42  0.63  -5.68  0.10
H  -4.41  -0.55  -4.80  0.04
H  -3.40  -1.08  -6.14  0.10
H  -1.36  -0.77  -5.07  0.16
H  -0.06  0.60  -4.20  0.16
H  1.41  2.50  -3.53  0.13
H  1.15  3.27  -1.90  0.13
H  1.57  0.32  -1.89  0.14
H  3.22  0.48  -3.15  0.10
H  2.87  2.45  -0.19  0.13
H  1.27  1.66  0.19  0.12
H  2.24  -0.16  0.80  0.05
H  3.52  0.76  1.07  0.08
H  -3.05  1.59  -0.44  0.14
C  1.52  -1.08  7.14  -0.68
F  2.27  -0.29  7.90  0.13
F  1.97  -2.33  7.29  0.12
F  0.27  -1.06  7.64  0.12
S  1.55  -0.56  5.38  0.57
O  2.93  -0.67  5.00  -0.29
O  1.02  0.77  5.39  -0.29
N  0.58  -1.69  4.82  -0.29
S  0.30  -1.63  3.28  0.56
O  1.40  -1.96  2.41  -0.30
O  -0.52  -0.53  2.83  -0.32
C  -0.80  -3.09  3.19  -0.68
F  -1.89  -2.94  3.96  0.12
F  -0.19  -4.20  3.60  0.13
F  -1.23  -3.31  1.94  0.11

Computed properties:
- HOMO energy: -0.3106 hartree
- Gap between HOMO and LUMO: 5.82 eV

***

(3)
A structure of composition C12H14BrFeN6O2S. Source: the Open Molecules 2025 dataset; level of theory: ωB97M-V with the def2-TZVPD basis set.

Each line ends with the Löwdin spin population.
Positions of all 37 atoms, in Å:
Fe  0.12  0.31  -1.01  4.17
N  2.00  1.47  -0.48  0.10
N  2.95  1.55  -1.51  0.01
C  2.75  0.97  -2.67  0.03
N  3.66  1.06  -3.62  0.01
S  1.30  0.09  -3.00  0.18
H  1.95  2.38  -0.02  0.00
H  2.28  0.76  0.25  0.00
H  3.83  2.01  -1.31  0.00
H  4.51  1.60  -3.52  0.00
H  3.49  0.62  -4.51  0.00
N  -1.88  2.02  -3.04  0.02
C  -2.37  1.92  -1.78  0.02
C  -3.62  2.47  -1.46  0.00
C  -4.10  2.37  -0.18  0.01
C  -3.33  1.72  0.81  0.01
C  -2.14  1.21  0.46  0.01
N  -1.63  1.31  -0.82  0.10
H  -2.45  2.40  -3.77  0.00
H  -1.03  1.56  -3.31  0.00
H  -4.19  2.96  -2.24  0.00
H  -5.06  2.79  0.08  0.00
H  -3.68  1.63  1.83  0.00
H  -1.51  0.70  1.18  0.00
Br  -1.95  -5.19  2.89  0.00
C  -0.42  -4.10  2.99  0.00
C  0.55  -4.33  3.97  0.00
N  1.64  -3.57  4.05  0.00
C  1.84  -2.58  3.20  0.00
C  0.92  -2.30  2.20  0.01
C  -0.23  -3.08  2.09  0.00
C  1.18  -1.20  1.26  0.02
O  2.18  -0.50  1.37  0.02
O  0.24  -1.03  0.30  0.26
H  0.43  -5.13  4.69  0.00
H  2.75  -1.99  3.31  0.00
H  -0.96  -2.88  1.32  0.00

Computed properties:
- HOMO energy (alpha / beta): -0.5111 / -0.5109 hartree
- Gap between HOMO and LUMO (alpha / beta): 7.78 / 4.33 eV
- Spin multiplicity: 6
- Energy above the lowest of the compared OMol25 structures with the same formula, charge and spin: 90.7 kJ/mol
- Total charge: +2
- ⟨S²⟩: 8.764

***

(4)
A structure of composition C12H14DyN2PS. Source: the Open Molecules 2025 dataset; level of theory: ωB97M-V with the def2-TZVPD basis set.

Each line ends with the Löwdin spin population.
Positions of all 31 atoms, in Å:
C  -1.02  1.73  0.74  -0.02
C  -2.20  2.02  0.13  -0.01
C  -3.01  1.22  -0.74  -0.02
C  -2.84  -0.16  -1.10  -0.01
C  -1.90  -1.08  -0.73  -0.01
Dy  -0.09  0.10  -0.46  5.09
P  1.76  0.51  1.75  -0.01
H  -0.65  2.46  1.46  0.00
H  -2.65  3.01  0.32  0.00
H  -3.93  1.68  -1.08  0.00
H  -2.06  -2.13  -0.97  0.00
H  -3.67  -0.53  -1.73  0.00
H  2.04  -0.49  2.73  0.00
H  1.63  1.52  2.76  0.00
H  3.14  0.81  1.54  0.00
N  3.05  0.14  -1.17  0.00
C  2.77  -1.20  -1.20  0.00
N  1.58  -1.68  -0.84  -0.01
C  1.57  -3.10  -0.81  0.00
C  0.47  -3.93  -0.53  0.00
C  0.63  -5.31  -0.73  0.00
C  1.85  -5.83  -1.16  0.00
C  2.96  -5.00  -1.40  0.00
C  2.80  -3.64  -1.19  0.00
S  4.00  -2.38  -1.48  0.00
H  3.98  0.37  -1.50  0.00
H  2.34  0.87  -1.32  0.00
H  -0.46  -3.50  -0.18  0.00
H  -0.21  -5.99  -0.55  0.00
H  1.96  -6.90  -1.34  0.00
H  3.91  -5.38  -1.76  0.00

Computed properties:
- HOMO energy (alpha / beta): -0.1931 / -0.1930 hartree
- Gap between HOMO and LUMO (alpha / beta): 4.68 / 4.79 eV
- Spin multiplicity: 6
- Energy above the lowest of the compared OMol25 structures with the same formula, charge and spin: 0.0 kJ/mol
- ⟨S²⟩: 9.381

***

(5)
A structure of composition C12H14F5IMgN2OTe. Source: the Open Molecules 2025 dataset; level of theory: ωB97M-V with the def2-TZVPD basis set.

Each line ends with the Löwdin charge.
Positions of all 37 atoms, in Å:
C  1.01  3.20  1.33  -0.03
C  3.13  0.91  -0.15  -0.11
H  0.10  3.62  0.92  0.02
H  2.17  3.43  0.89  0.10
H  1.11  2.80  2.41  0.06
H  3.23  0.30  -0.99  -0.03
H  3.43  2.05  -0.09  0.03
H  3.43  0.58  0.93  0.07
C  -2.30  1.36  -0.42  -0.13
C  -3.57  1.15  -1.00  -0.05
C  -3.74  0.06  -1.83  -0.07
C  -2.69  -0.81  -2.03  -0.01
H  -2.09  2.20  0.24  0.10
H  -4.36  1.88  -0.78  0.11
H  -4.71  -0.13  -2.33  0.12
H  -2.76  -1.67  -2.70  0.10
N  -1.28  0.53  -0.65  0.04
C  -1.46  -0.57  -1.36  -0.22
C  -0.32  -1.52  -1.43  -0.19
N  0.86  -1.11  -0.92  0.09
C  1.88  -1.96  -0.89  -0.12
C  0.59  -3.67  -1.97  -0.09
C  1.79  -3.28  -1.42  -0.03
H  2.80  -1.62  -0.44  0.09
H  2.68  -3.90  -1.36  0.10
C  -0.45  -2.81  -1.98  -0.03
H  -1.45  -3.07  -2.41  0.12
H  0.48  -4.70  -2.40  0.13
Mg  1.25  1.30  0.56  0.27
I  0.98  2.65  -2.18  0.12
F  0.74  -2.06  3.57  -0.35
Te  -0.04  -0.50  2.84  1.90
F  -0.90  -1.72  1.65  -0.35
F  -1.53  -0.49  4.01  -0.36
F  1.02  0.46  4.10  -0.38
F  1.52  -0.57  1.66  -0.42
O  -0.42  0.94  1.78  -0.61

Computed properties:
- HOMO energy (alpha / beta): -0.3118 / -0.3069 hartree
- Gap between HOMO and LUMO (alpha / beta): 6.06 / 5.62 eV
- Energy above the lowest of the compared OMol25 structures with the same formula, charge and spin: 689.7 kJ/mol

***

(6)
The ion C12H14FN2 with charge +1. Source: the Open Molecules 2025 dataset; level of theory: ωB97M-V with the def2-TZVPD basis set.

Each line ends with the Löwdin charge.
Positions of all 29 atoms, in Å:
N  -3.09  -1.72  -1.46  0.20
C  -1.95  -1.59  -0.88  -0.08
N  -0.93  -1.43  -0.38  0.27
C  0.12  -1.56  0.60  -0.16
C  0.12  -2.80  1.23  -0.02
C  1.08  -3.00  2.17  -0.07
C  2.10  -2.07  2.40  0.00
C  2.08  -0.83  1.67  0.03
C  1.01  -0.52  0.88  -0.12
C  0.81  0.88  0.30  -0.20
C  0.82  1.11  -1.20  -0.14
C  0.19  2.48  -1.47  -0.16
C  -0.50  2.90  -0.17  -0.11
C  -0.45  1.69  0.73  -0.35
F  -0.33  2.06  2.00  0.06
H  -2.96  -1.62  -2.47  0.15
H  -3.97  -1.27  -1.10  0.18
H  -0.44  -3.64  0.76  0.15
H  1.37  -3.93  2.74  0.14
H  2.91  -2.23  3.11  0.12
H  2.80  -0.11  1.60  0.09
H  1.62  1.28  0.91  0.14
H  0.24  0.34  -1.76  0.11
H  1.86  0.98  -1.56  0.13
H  1.02  3.13  -1.76  0.12
H  -0.53  2.42  -2.23  0.09
H  0.08  3.67  0.38  0.14
H  -1.59  3.21  -0.33  0.15
H  -1.18  0.94  0.53  0.13

Computed properties:
- HOMO energy: -0.4759 hartree
- Structure (SMILES): NC#[N+]c1ccccc1[C@H]1CCC[C@@H]1F
- Gap between HOMO and LUMO: 8.88 eV
- Total charge: +1

***

(7)
The molecule C12H14N2. Source: the Open Molecules 2025 dataset; level of theory: ωB97M-V with the def2-TZVPD basis set.

Each line ends with the Löwdin charge.
Positions of all 28 atoms, in Å:
C  -0.28  2.83  -0.08  -0.01
N  -0.23  1.41  0.05  -0.05
C  0.82  0.54  0.05  -0.21
C  0.45  -0.73  -0.05  -0.15
C  -0.92  -0.77  0.10  -0.13
C  -1.88  -1.87  -0.06  -0.04
C  -3.16  -1.53  -0.12  -0.13
C  -3.65  -0.14  0.05  -0.07
C  -2.72  0.90  0.13  0.01
C  -1.28  0.58  0.25  -0.16
C  1.45  -1.85  -0.17  -0.11
C  2.73  -1.35  0.48  -0.22
N  3.19  -0.08  -0.15  -0.03
C  2.17  1.05  -0.07  -0.13
H  -1.01  3.10  -0.85  0.10
H  -0.44  3.29  0.91  0.10
H  0.79  3.13  -0.27  0.10
H  -1.36  -2.81  -0.54  0.15
H  -4.03  -2.23  0.01  0.10
H  -4.72  -0.08  0.16  0.08
H  -2.95  1.89  0.17  0.05
H  1.64  -2.14  -1.20  0.12
H  1.17  -2.65  0.46  0.10
H  3.43  -2.18  0.42  0.11
H  2.69  -1.30  1.52  0.09
H  3.30  -0.34  -1.11  0.09
H  2.38  1.65  -0.92  0.11
H  2.42  1.66  0.83  0.13

Computed properties:
- HOMO energy: -0.2818 hartree
- Structure (SMILES): Cn1c2c(c3ccccc31)CCNC2
- Gap between HOMO and LUMO: 8.44 eV
- Energy above the lowest of the compared OMol25 structures with the same formula, charge and spin: 251.1 kJ/mol

***

(8)
A structure of composition C12H14N2NiPS. Source: the Open Molecules 2025 dataset; level of theory: ωB97M-V with the def2-TZVPD basis set.

Each line ends with the Löwdin spin population.
Positions of all 31 atoms, in Å:
C  0.66  -2.35  0.85  0.04
C  1.62  -2.86  -0.13  0.11
C  1.15  -3.20  -1.43  0.10
C  1.03  -2.28  -2.53  0.07
C  0.45  -1.05  -2.42  0.12
Ni  0.52  -1.55  -0.79  0.93
P  1.21  -1.21  2.12  0.26
H  -0.16  -3.03  1.16  0.02
H  2.64  -3.07  0.19  0.03
H  1.04  -4.27  -1.64  0.02
H  0.29  -0.27  -3.15  0.03
H  1.38  -2.67  -3.48  0.00
H  1.95  -0.24  1.43  0.05
H  1.98  -1.81  3.14  0.03
H  0.08  -0.60  2.67  0.07
N  -2.49  -1.11  -0.92  0.00
C  -1.95  0.06  -0.48  0.02
N  -0.67  0.22  -0.13  0.04
C  -0.47  1.54  0.39  0.01
C  0.66  2.13  0.98  0.01
C  0.68  3.50  1.23  0.00
C  -0.42  4.32  0.93  0.00
C  -1.58  3.73  0.42  0.00
C  -1.61  2.36  0.20  0.00
S  -2.99  1.45  -0.41  0.01
H  -3.41  -1.07  -1.31  0.00
H  -1.85  -1.87  -1.12  0.00
H  1.51  1.52  1.26  0.01
H  1.57  3.96  1.67  0.00
H  -0.37  5.39  1.10  0.00
H  -2.46  4.33  0.18  0.00

Computed properties:
- HOMO energy (alpha / beta): -0.0043 / -0.0447 hartree
- Gap between HOMO and LUMO (alpha / beta): 2.66 / 3.71 eV
- Spin multiplicity: 3
- Total charge: -1
- ⟨S²⟩: 2.054

***

Per-record maximum force, hartree/bohr: 0.0712; 0.0368; 0.0300; 0.0444; 0.1164; 0.0769; 0.1154; 0.1400